{"formula": "C20H26N6O3", "method": "wB97M-V/def2-TZVPD", "homo_energy_ev": -7.77, "total_charge": 0, "homo_lumo_gap_ev": 8.535, "energy_ev": -36247.11487, "molar_mass_da": 398.5, "e_lumo_ev": 0.76, "fmax_ev_per_a": 1.04, "smiles": "COc1nc(NC[C@@H]2CCCO2)nc(N2C[C@H]3C[C@@H](C2)c2cccc(=O)n2C3)n1", "spin_multiplicity": 1, "elements": ["C", "O", "C", "N", "C", "N", "C", "C", "C", "C", "C", "O", "N", "C", "N", "C", "C", "C", "C", "C", "C", "C", "C", "C", "C", "O", "N", "C", "N", "H", "H", "H", "H", "H", "H", "H", "H", "H", "H", "H", "H", "H", "H", "H", "H", "H", "H", "H", "H", "H", "H", "H", "H", "H", "H"], "positions_angstrom": [[0.62629, 3.16630, -2.27675], [1.19631, 2.76844, -1.04228], [0.89207, 1.53888, -0.64144], [0.10742, 0.79756, -1.40037], [-0.10210, -0.43963, -0.94741], [-0.85943, -1.26528, -1.68010], [-1.52328, -0.85936, -2.88899], [-0.76750, -1.27106, -4.17158], [-0.43995, -2.77951, -4.22799], [1.06436, -2.81654, -4.50905], [1.51409, -1.45748, -3.97179], [0.46258, -0.57519, -4.29414], [0.39031, -0.92810, 0.19306], [1.08952, -0.05612, 0.91479], [1.54647, -0.45075, 2.13189], [0.99626, -1.63729, 2.74163], [-0.22116, -1.30197, 3.61880], [0.15878, -0.25560, 4.66319], [0.66325, 0.97037, 3.90921], [1.91050, 0.56680, 3.08525], [-0.35490, 1.48864, 2.93032], [-0.32460, 2.79734, 2.53645], [-1.14430, 3.22573, 1.47971], [-1.95765, 2.33893, 0.85225], [-2.04069, 0.97132, 1.26724], [-2.76627, 0.12227, 0.76609], [-1.21274, 0.61835, 2.34721], [-1.37719, -0.75829, 2.78969], [1.40976, 1.17968, 0.52230], [0.85521, 2.44114, -3.06030], [-0.45910, 3.24887, -2.18531], [1.06276, 4.13629, -2.50599], [-1.06528, -2.15790, -1.26359], [-2.52925, -1.28535, -2.91150], [-1.58302, 0.23023, -2.87136], [-1.38356, -0.95852, -5.02450], [-1.01646, -3.28524, -4.99978], [-0.65891, -3.24847, -3.26974], [1.56878, -3.64635, -4.01984], [1.25104, -2.86790, -5.58204], [2.42026, -1.07583, -4.44464], [1.66799, -1.50008, -2.88420], [0.71419, -2.32386, 1.94386], [1.77658, -2.09547, 3.35889], [-0.55843, -2.22334, 4.10357], [0.94045, -0.63505, 5.32446], [-0.70918, 0.00151, 5.27475], [0.93829, 1.77021, 4.60153], [2.29920, 1.42117, 2.53223], [2.68091, 0.16601, 3.75076], [0.36296, 3.48005, 3.00636], [-1.09878, 4.25572, 1.15830], [-2.57998, 2.61766, 0.01650], [-1.52415, -1.35812, 1.88584], [-2.30871, -0.80581, 3.36851]], "mulliken_charge": [-0.628, -0.456, 0.230, -0.143, -0.036, 0.176, -1.064, 0.232, -0.714, -0.633, -0.170, -0.463, -0.444, 0.561, 0.074, -1.434, 0.478, -1.471, 0.050, -1.395, 0.783, -0.835, -0.367, -0.848, 0.427, -0.742, 0.184, -1.144, -0.310, 0.256, 0.261, 0.239, 0.293, 0.455, 0.316, 0.447, 0.363, 0.233, 0.350, 0.279, 0.441, -0.020, 0.547, 0.458, 0.390, 0.487, 0.469, 0.542, 0.493, 0.545, 0.411, 0.408, 0.493, 0.451, 0.496]}


{"formula": "C20H26N6O4S", "method": "wB97M-V/def2-TZVPD", "homo_energy_ev": -7.99, "total_charge": 0, "homo_lumo_gap_ev": 8.502, "energy_ev": -49129.03103, "molar_mass_da": 446.5, "e_lumo_ev": 0.51, "fmax_ev_per_a": 0.82, "smiles": "Cc1ccc(S(=O)(=O)NCC(=O)NCC(=O)N2CCN(c3ncccn3)CC2)cc1C", "spin_multiplicity": 1, "elements": ["C", "C", "C", "C", "C", "S", "O", "O", "N", "C", "C", "O", "N", "C", "C", "O", "N", "C", "C", "N", "C", "N", "C", "C", "C", "N", "C", "C", "C", "C", "C", "H", "H", "H", "H", "H", "H", "H", "H", "H", "H", "H", "H", "H", "H", "H", "H", "H", "H", "H", "H", "H", "H", "H", "H", "H", "H"], "positions_angstrom": [[4.02643, 3.05932, 2.96690], [2.97536, 2.51842, 2.04856], [1.66188, 2.39759, 2.48596], [0.67540, 1.89180, 1.65723], [1.01937, 1.50833, 0.37910], [-0.21059, 0.85160, -0.71884], [0.39127, -0.12408, -1.57662], [-1.38426, 0.48456, 0.02657], [-0.59744, 2.22491, -1.64575], [-2.02551, 2.48768, -1.66900], [-2.73318, 1.26219, -2.25571], [-2.29804, 0.72063, -3.25371], [-3.83022, 0.84665, -1.60133], [-4.47275, -0.42107, -1.88995], [-4.33711, -1.30671, -0.64670], [-5.15265, -1.19775, 0.25426], [-3.29585, -2.15468, -0.58598], [-2.25912, -2.27640, -1.60080], [-1.15550, -3.22140, -1.12269], [-0.64985, -2.79195, 0.15767], [0.60865, -2.33549, 0.28403], [0.90221, -1.65806, 1.40519], [2.14403, -1.23337, 1.52937], [3.11731, -1.45834, 0.56928], [2.71295, -2.20244, -0.53259], [1.48805, -2.65314, -0.67748], [-1.63486, -2.42748, 1.16013], [-3.02296, -2.81954, 0.67400], [2.31613, 1.61897, -0.07928], [3.31062, 2.12229, 0.74685], [4.71876, 2.23073, 0.25159], [4.49687, 3.94073, 2.53327], [4.80718, 2.31788, 3.13245], [3.59825, 3.33101, 3.92771], [1.40990, 2.69739, 3.49262], [-0.34288, 1.77222, 1.98852], [-0.26291, 2.05226, -2.58629], [-2.34410, 2.68168, -0.64548], [-2.20988, 3.36674, -2.29130], [-4.05621, 1.24738, -0.70368], [-5.54051, -0.24951, -2.06138], [-4.01028, -0.83455, -2.78469], [-2.68834, -2.66884, -2.52942], [-1.80266, -1.30405, -1.80314], [-0.32320, -3.19274, -1.82661], [-1.52802, -4.24946, -1.05044], [2.35960, -0.68983, 2.44244], [4.12515, -1.09534, 0.67874], [3.40231, -2.46258, -1.32706], [-1.59515, -1.34617, 1.32847], [-1.39439, -2.93341, 2.10041], [-3.10625, -3.90393, 0.55167], [-3.78193, -2.48843, 1.38529], [2.53718, 1.28533, -1.08114], [4.79639, 1.85130, -0.76321], [5.05058, 3.26841, 0.26253], [5.39474, 1.66273, 0.88947]], "mulliken_charge": [-1.640, 1.476, -1.461, -0.662, -0.108, 1.912, -0.719, -0.700, -0.287, -0.772, 0.583, -0.631, -0.085, -0.977, 0.879, -0.712, 0.184, 0.187, -1.486, 0.212, 0.423, -0.389, -0.182, -0.611, -0.333, -0.544, -0.195, -1.267, -0.808, 1.013, -2.052, 0.348, 0.334, 0.388, 0.326, 0.544, 0.402, 0.259, 0.407, 0.269, 0.334, 0.415, 0.604, -0.152, 0.499, 0.325, 0.580, 0.449, 0.425, 0.112, 0.517, 0.266, 0.495, 0.354, 0.389, 0.485, 0.377]}


{"formula": "C20H26NO5P", "method": "wB97M-V/def2-TZVPD", "homo_energy_ev": -8.05, "total_charge": 0, "homo_lumo_gap_ev": 8.673, "energy_ev": -42181.55406, "molar_mass_da": 391.4, "e_lumo_ev": 0.63, "fmax_ev_per_a": 1.43, "smiles": "CCCOP(=O)(OCCC)[C@@H](Nc1ccc(C(=O)O)cc1)c1ccccc1", "spin_multiplicity": 1, "elements": ["C", "C", "C", "O", "P", "O", "O", "C", "C", "C", "C", "N", "C", "C", "C", "C", "C", "O", "O", "C", "C", "C", "C", "C", "C", "C", "C", "H", "H", "H", "H", "H", "H", "H", "H", "H", "H", "H", "H", "H", "H", "H", "H", "H", "H", "H", "H", "H", "H", "H", "H", "H", "H"], "positions_angstrom": [[-0.69189, -3.46826, 4.06878], [-0.70711, -2.18340, 3.25169], [0.63021, -1.94654, 2.56278], [0.64066, -0.69331, 1.88504], [0.17390, -0.69383, 0.33119], [-0.86635, -1.65273, -0.01670], [1.53583, -1.02770, -0.46021], [2.77456, -0.40857, -0.13769], [3.27653, 0.46181, -1.28647], [4.68132, 0.98096, -1.00722], [-0.27306, 1.11651, 0.08760], [-1.45845, 1.20396, -0.71924], [-1.56812, 0.60915, -1.95284], [-0.45431, 0.24512, -2.71295], [-0.61087, -0.28296, -3.97510], [-1.88163, -0.45237, -4.52217], [-2.08583, -1.00701, -5.86435], [-3.16006, -1.16993, -6.39533], [-0.93917, -1.33252, -6.49807], [-2.99807, -0.08508, -3.76640], [-2.84430, 0.43552, -2.50583], [-0.50240, 1.73645, 1.43161], [0.31146, 2.75558, 1.90351], [0.09285, 3.30130, 3.15724], [-0.94079, 2.83254, 3.94851], [-1.75392, 1.81097, 3.48496], [-1.53513, 1.26528, 2.23416], [0.07378, -3.42395, 4.84036], [-0.48712, -4.32251, 3.42835], [-1.65526, -3.62065, 4.54771], [-1.47746, -2.23771, 2.48162], [-0.92227, -1.32730, 3.89455], [1.44219, -1.89840, 3.29571], [0.83326, -2.75585, 1.85327], [2.67293, 0.18053, 0.78033], [3.48972, -1.21770, 0.04583], [3.27221, -0.13515, -2.20007], [2.59936, 1.30603, -1.43445], [5.37852, 0.15476, -0.89234], [4.69682, 1.57197, -0.09415], [5.02141, 1.60589, -1.82853], [0.54933, 1.62695, -0.42533], [-2.31751, 1.20150, -0.18656], [0.53859, 0.36223, -2.31295], [0.25469, -0.57112, -4.55069], [-1.15405, -1.69546, -7.37075], [-3.97907, -0.22627, -4.19386], [-3.71108, 0.71046, -1.92174], [1.12071, 3.12464, 1.28929], [0.73196, 4.09461, 3.51560], [-1.11023, 3.25762, 4.92647], [-2.55609, 1.43510, 4.10285], [-2.15120, 0.44883, 1.88298]], "mulliken_charge": [-1.468, 0.163, -0.845, -0.234, 0.898, -0.851, -0.410, -0.429, -0.046, -1.458, 0.321, -0.217, 0.987, 0.192, -1.078, 0.208, 0.484, -0.612, -0.458, -0.983, -0.570, 0.081, -0.320, -0.759, -0.475, -0.899, -0.267, 0.343, 0.358, 0.387, 0.226, 0.169, 0.471, 0.410, 0.260, 0.475, 0.300, 0.109, 0.364, 0.344, 0.390, 0.405, 0.326, 0.144, 0.436, 0.345, 0.427, 0.391, 0.408, 0.410, 0.403, 0.419, 0.323]}


{"formula": "C20H26O5SV", "method": "wB97M-V/def2-TZVPD", "homo_energy_ev": [-13.78, -14.32], "total_charge": 2, "homo_lumo_gap_ev": [8.327, 8.715], "energy_ev": -67905.36196, "molar_mass_da": 429.4, "e_lumo_ev": [-5.46, -5.60], "fmax_ev_per_a": 3.16, "spin_multiplicity": 4, "elements": ["V", "C", "C", "O", "C", "C", "O", "C", "C", "O", "C", "C", "O", "H", "H", "H", "H", "H", "H", "H", "H", "H", "H", "H", "H", "H", "H", "H", "H", "O", "S", "C", "C", "C", "C", "C", "C", "C", "C", "C", "C", "C", "C", "H", "H", "H", "H", "H", "H", "H", "H", "H", "H"], "positions_angstrom": [[7.79490, 8.14489, 6.91553], [5.75936, 7.64771, 9.11973], [4.77447, 7.58486, 7.92404], [5.60040, 7.53895, 6.72824], [5.18545, 7.14720, 5.42113], [6.36800, 7.20307, 4.50572], [7.31226, 8.31725, 4.92535], [7.05260, 9.70716, 4.45763], [6.68195, 10.68401, 5.58433], [7.40056, 10.22244, 6.75912], [7.20389, 10.89224, 8.04706], [6.29059, 10.00245, 8.83793], [6.74121, 8.63725, 8.75197], [6.22415, 6.70932, 9.34290], [5.25762, 7.96994, 10.05384], [4.19480, 8.46884, 7.97987], [4.08736, 6.76644, 8.08750], [4.42946, 7.91203, 5.10498], [4.64268, 6.13255, 5.42736], [6.07368, 7.43695, 3.47182], [7.00676, 6.35106, 4.58424], [6.30459, 9.62437, 3.65651], [7.93817, 10.04554, 3.98088], [5.58364, 10.67309, 5.66077], [7.01428, 11.70285, 5.30164], [6.76682, 11.83739, 7.84592], [8.12787, 11.05437, 8.58442], [5.28504, 10.11042, 8.39015], [6.26102, 10.29757, 9.90858], [9.72265, 8.25444, 6.78002], [11.10479, 8.01271, 7.53567], [12.13997, 9.41627, 7.22454], [12.09804, 10.41479, 8.19159], [12.88970, 11.57912, 7.97261], [13.63588, 11.66858, 6.83198], [13.62870, 10.70882, 5.85830], [12.77377, 9.63114, 5.93332], [11.96052, 6.70911, 6.59702], [11.76365, 6.42864, 5.26335], [12.63528, 5.54348, 4.61217], [13.76356, 5.01068, 5.23923], [13.89250, 5.26162, 6.56976], [12.93528, 6.01526, 7.34507], [11.44122, 10.20113, 9.06796], [12.75838, 12.35954, 8.72198], [14.35142, 12.49336, 6.77135], [14.20110, 10.85575, 4.94152], [12.67676, 8.89502, 5.16366], [10.90084, 6.87703, 4.76549], [12.47078, 5.36744, 3.54714], [14.56188, 4.45468, 4.67510], [14.78591, 4.98292, 7.14151], [13.12192, 6.18163, 8.41038]], "lowdin_spin": [2.766, 0.008, 0.002, 0.026, 0.002, 0.009, 0.033, 0.004, 0.004, 0.017, 0.004, 0.003, 0.035, 0.002, 0.001, 0.000, 0.000, 0.000, 0.000, 0.001, 0.002, 0.000, 0.000, 0.000, 0.000, 0.000, 0.000, 0.000, 0.000, 0.059, 0.015, 0.001, 0.001, 0.000, 0.001, 0.000, 0.001, 0.001, 0.000, 0.000, 0.000, 0.000, 0.000, 0.000, 0.000, 0.000, 0.000, 0.000, 0.000, 0.000, 0.000, 0.000, 0.000]}